{"formula": "C12H10Cl4N2O2STi", "method": "ωB97M-V/def2-TZVPD", "total_energy_ha": -3811.6011, "de_lowest_kcal_mol": 8.7, "spin_multiplicity": 2, "total_charge": 1, "homo_ev": [-11.8, -11.8], "gap_ev": [8.14, 8.24], "lumo_ev": [-3.69, -3.61], "s2": 0.755, "species": ["Ti", "Cl", "C", "C", "C", "C", "C", "Cl", "C", "S", "H", "H", "H", "Cl", "C", "Cl", "C", "O", "O", "H", "C", "C", "N", "C", "C", "N", "H", "H", "H", "H", "H", "H"], "positions_angstrom": [[-1.321, 0.135, -0.183], [0.785, 1.399, -0.986], [1.769, 1.545, 0.483], [2.950, 2.243, 0.362], [3.749, 2.358, 1.490], [3.353, 1.780, 2.684], [2.156, 1.084, 2.764], [1.705, 0.385, 4.272], [1.312, 0.948, 1.653], [-0.217, 0.087, 1.795], [3.237, 2.684, -0.581], [4.682, 2.900, 1.436], [3.967, 1.863, 3.569], [-2.233, 2.552, -0.379], [-4.006, 2.209, -0.075], [-4.653, 3.343, 1.062], [-4.157, 0.738, 0.384], [-5.109, 0.380, 0.997], [-3.165, -0.026, -0.051], [-4.474, 2.341, -1.047], [1.174, -2.553, -0.161], [0.160, -2.437, -1.241], [-0.778, -1.502, -1.381], [-1.471, -1.788, -2.553], [-0.951, -2.904, -3.107], [0.069, -3.293, -2.268], [0.697, -2.729, 0.803], [1.756, -1.635, -0.081], [1.854, -3.376, -0.371], [-2.294, -1.188, -2.900], [-1.208, -3.447, -3.999], [0.665, -4.096, -2.391]]}



{"formula": "C12H10ClO2", "method": "ωB97M-V/def2-TZVPD", "total_energy_ha": -1073.9727, "total_charge": -1, "homo_ev": -4.6, "gap_ev": 7.75, "lumo_ev": 3.13, "species": ["C", "C", "C", "C", "C", "C", "C", "C", "C", "C", "C", "C", "O", "O", "Cl", "H", "H", "H", "H", "H", "H", "H", "H", "H", "H"], "positions_angstrom": [[1.590, -1.585, -0.278], [0.233, -1.880, 0.076], [2.064, -0.279, -0.604], [-0.205, 0.435, -0.578], [-0.590, -0.830, -0.085], [1.129, 0.712, -0.714], [-1.414, 1.161, -0.796], [-2.523, 0.537, -0.241], [-3.997, 1.097, -0.133], [-2.067, -0.877, 0.227], [1.676, 1.916, -1.395], [-2.480, -1.285, 1.677], [-4.262, 2.018, -0.896], [-4.678, 0.518, 0.723], [-2.937, -1.975, -0.790], [2.290, -2.470, -0.086], [0.005, -2.897, 0.481], [3.022, -0.184, -1.077], [-1.507, 2.136, -1.183], [1.200, 2.908, -1.342], [2.742, 2.222, -1.095], [1.778, 1.606, -2.508], [-3.518, -0.890, 1.835], [-1.840, -1.106, 2.532], [-2.713, -2.378, 1.665]]}



{"formula": "C12H10F3N4O7S3", "method": "ωB97M-V/def2-TZVPD", "total_energy_ha": -2702.8971, "de_lowest_kcal_mol": 18.5, "total_charge": -1, "homo_ev": -3.6, "gap_ev": 4.13, "lumo_ev": 0.54, "species": ["C", "C", "N", "C", "S", "S", "C", "C", "O", "H", "H", "H", "H", "H", "H", "H", "H", "O", "S", "O", "C", "F", "F", "F", "C", "C", "C", "N", "O", "O", "N", "C", "C", "N", "O", "O", "C", "H", "H"], "positions_angstrom": [[-2.792, -1.871, 2.561], [-1.413, -1.704, 3.200], [-0.702, -0.545, 2.629], [0.646, -0.541, 2.360], [1.564, -1.924, 2.553], [1.389, 0.863, 1.850], [-1.519, 0.682, 2.621], [-2.872, 0.413, 1.966], [-3.540, -0.664, 2.604], [-2.707, -2.173, 1.509], [-3.388, -2.631, 3.084], [-1.511, -1.539, 4.276], [-0.798, -2.600, 3.069], [-1.652, 1.004, 3.658], [-0.976, 1.482, 2.109], [-3.534, 1.286, 2.026], [-2.756, 0.149, 0.909], [-1.870, -0.811, -1.883], [-0.538, -1.487, -1.708], [-0.236, -2.280, -0.469], [0.224, -2.179, -3.248], [-0.452, -3.276, -3.596], [0.147, -1.235, -4.188], [1.498, -2.457, -2.960], [0.612, -0.102, -1.658], [1.855, -0.272, -1.115], [2.704, 0.835, -1.116], [3.963, 1.125, -0.635], [4.674, 0.260, -0.067], [4.337, 2.400, -0.839], [3.320, 2.962, -1.452], [2.327, 2.064, -1.635], [1.035, 2.213, -2.199], [0.596, 3.465, -2.772], [1.399, 4.399, -2.866], [-0.574, 3.553, -3.159], [0.196, 1.124, -2.182], [2.147, -1.205, -0.649], [-0.805, 1.217, -2.588]]}



{"formula": "C12H10N3", "method": "ωB97M-V/def2-TZVPD", "total_energy_ha": -626.9496, "de_lowest_kcal_mol": 77.1, "total_charge": 1, "homo_ev": -12.4, "gap_ev": 8.25, "lumo_ev": -4.15, "species": ["C", "C", "C", "C", "C", "C", "C", "C", "C", "C", "C", "C", "N", "N", "N", "H", "H", "H", "H", "H", "H", "H", "H", "H", "H"], "positions_angstrom": [[-1.880, -1.689, 0.809], [-2.213, -0.514, 1.356], [-1.662, -1.857, -0.547], [-2.199, 0.682, 0.628], [2.417, 2.008, -0.081], [2.987, 0.814, 0.140], [2.758, -1.587, 0.570], [-0.034, 1.728, -0.297], [1.535, -1.270, -0.501], [1.098, 2.383, -0.311], [-1.885, -0.849, -1.466], [-2.084, 0.470, -0.969], [-1.078, 1.106, -0.211], [1.673, -2.362, 0.220], [2.239, -0.331, 0.481], [-2.152, -2.407, 1.490], [-2.717, -0.528, 2.338], [-1.362, -2.894, -0.972], [-2.865, 1.555, 0.946], [3.114, 2.834, -0.201], [4.073, 0.813, 0.561], [3.770, -1.737, 0.574], [0.930, 3.411, -0.461], [-1.882, -0.998, -2.512], [-2.583, 1.218, -1.588]]}



{"formula": "C12H10N3O6PdSe", "method": "ωB97M-V/def2-TZVPD", "total_energy_ha": -3608.4950, "de_lowest_kcal_mol": 0.0, "total_charge": -1, "homo_ev": [-4.9, -5.0], "gap_ev": [7.06, 6.90], "lumo_ev": [2.13, 1.94], "species": ["Pd", "C", "C", "N", "C", "C", "N", "C", "O", "O", "C", "O", "O", "H", "H", "H", "H", "H", "O", "C", "O", "H", "Se", "C", "C", "C", "N", "C", "C", "H", "H", "H", "H"], "positions_angstrom": [[-0.271, -1.042, -0.402], [1.192, 2.604, -0.605], [-0.139, 2.201, -1.136], [-0.710, 1.020, -1.018], [-1.930, 1.084, -1.649], [-2.109, 2.339, -2.156], [-0.969, 3.020, -1.815], [-3.181, 3.078, -2.878], [-4.270, 2.426, -3.172], [-2.989, 4.247, -3.158], [-2.788, -0.128, -1.675], [-3.942, -0.036, -2.158], [-2.272, -1.175, -1.208], [1.589, 1.789, -0.004], [1.109, 3.507, 0.008], [1.891, 2.806, -1.420], [-0.818, 3.979, -2.078], [-4.232, 1.447, -2.815], [1.884, -0.213, 0.313], [2.386, -0.685, -0.752], [1.734, -1.241, -1.662], [3.472, -0.600, -0.880], [-0.508, -3.214, 0.608], [0.687, -2.929, 2.081], [0.551, -1.841, 2.932], [1.457, -1.673, 3.968], [2.465, -2.514, 4.228], [2.577, -3.567, 3.414], [1.723, -3.816, 2.347], [-0.236, -1.131, 2.778], [1.371, -0.815, 4.631], [3.401, -4.247, 3.622], [1.874, -4.679, 1.710]]}



{"formula": "C12H10N3O6Tl", "method": "ωB97M-V/def2-TZVPD", "total_energy_ha": -1251.5312, "de_lowest_kcal_mol": 41.6, "homo_ev": -7.5, "gap_ev": 6.38, "lumo_ev": -1.12, "species": ["Tl", "O", "C", "O", "C", "C", "C", "C", "C", "N", "C", "O", "O", "H", "H", "H", "H", "H", "C", "N", "C", "C", "C", "O", "N", "C", "O", "H", "H", "H", "H", "H"], "positions_angstrom": [[-0.519, -0.111, 1.246], [-3.819, 3.210, -0.086], [-2.723, 2.360, -0.091], [-2.825, 1.137, -0.046], [-1.435, 3.116, -0.064], [-1.482, 4.500, -0.047], [-0.260, 5.181, -0.066], [0.917, 4.437, -0.107], [0.829, 3.055, -0.068], [-0.320, 2.389, -0.110], [2.052, 2.145, -0.031], [3.267, 2.824, -0.031], [2.031, 0.937, 0.088], [-4.602, 2.621, -0.147], [-2.436, 4.983, -0.065], [-0.229, 6.275, -0.081], [1.905, 4.936, -0.139], [3.206, 3.746, -0.379], [2.175, -5.121, 0.221], [0.982, -4.314, 0.143], [-0.187, -4.976, -0.099], [-1.342, -4.248, -0.137], [-1.252, -2.789, -0.076], [-2.273, -2.112, 0.163], [-0.043, -2.200, -0.266], [1.107, -2.874, -0.112], [2.261, -2.422, -0.038], [2.656, -5.181, -0.764], [1.898, -6.124, 0.563], [2.846, -4.621, 0.921], [-0.071, -6.088, -0.133], [-2.315, -4.671, -0.159]]}



Which formula does entry 4 have?
C12H10N3



What did the third record say?
{"formula": "C12H10F3N4O7S3", "method": "ωB97M-V/def2-TZVPD", "total_energy_ha": -2702.8971, "de_lowest_kcal_mol": 18.5, "total_charge": -1, "homo_ev": -3.6, "gap_ev": 4.13, "lumo_ev": 0.54, "species": ["C", "C", "N", "C", "S", "S", "C", "C", "O", "H", "H", "H", "H", "H", "H", "H", "H", "O", "S", "O", "C", "F", "F", "F", "C", "C", "C", "N", "O", "O", "N", "C", "C", "N", "O", "O", "C", "H", "H"], "positions_angstrom": [[-2.792, -1.871, 2.561], [-1.413, -1.704, 3.200], [-0.702, -0.545, 2.629], [0.646, -0.541, 2.360], [1.564, -1.924, 2.553], [1.389, 0.863, 1.850], [-1.519, 0.682, 2.621], [-2.872, 0.413, 1.966], [-3.540, -0.664, 2.604], [-2.707, -2.173, 1.509], [-3.388, -2.631, 3.084], [-1.511, -1.539, 4.276], [-0.798, -2.600, 3.069], [-1.652, 1.004, 3.658], [-0.976, 1.482, 2.109], [-3.534, 1.286, 2.026], [-2.756, 0.149, 0.909], [-1.870, -0.811, -1.883], [-0.538, -1.487, -1.708], [-0.236, -2.280, -0.469], [0.224, -2.179, -3.248], [-0.452, -3.276, -3.596], [0.147, -1.235, -4.188], [1.498, -2.457, -2.960], [0.612, -0.102, -1.658], [1.855, -0.272, -1.115], [2.704, 0.835, -1.116], [3.963, 1.125, -0.635], [4.674, 0.260, -0.067], [4.337, 2.400, -0.839], [3.320, 2.962, -1.452], [2.327, 2.064, -1.635], [1.035, 2.213, -2.199], [0.596, 3.465, -2.772], [1.399, 4.399, -2.866], [-0.574, 3.553, -3.159], [0.196, 1.124, -2.182], [2.147, -1.205, -0.649], [-0.805, 1.217, -2.588]]}



Copy entry 4 word for word.
{"formula": "C12H10N3", "method": "ωB97M-V/def2-TZVPD", "total_energy_ha": -626.9496, "de_lowest_kcal_mol": 77.1, "total_charge": 1, "homo_ev": -12.4, "gap_ev": 8.25, "lumo_ev": -4.15, "species": ["C", "C", "C", "C", "C", "C", "C", "C", "C", "C", "C", "C", "N", "N", "N", "H", "H", "H", "H", "H", "H", "H", "H", "H", "H"], "positions_angstrom": [[-1.880, -1.689, 0.809], [-2.213, -0.514, 1.356], [-1.662, -1.857, -0.547], [-2.199, 0.682, 0.628], [2.417, 2.008, -0.081], [2.987, 0.814, 0.140], [2.758, -1.587, 0.570], [-0.034, 1.728, -0.297], [1.535, -1.270, -0.501], [1.098, 2.383, -0.311], [-1.885, -0.849, -1.466], [-2.084, 0.470, -0.969], [-1.078, 1.106, -0.211], [1.673, -2.362, 0.220], [2.239, -0.331, 0.481], [-2.152, -2.407, 1.490], [-2.717, -0.528, 2.338], [-1.362, -2.894, -0.972], [-2.865, 1.555, 0.946], [3.114, 2.834, -0.201], [4.073, 0.813, 0.561], [3.770, -1.737, 0.574], [0.930, 3.411, -0.461], [-1.882, -0.998, -2.512], [-2.583, 1.218, -1.588]]}